(1)
The following is a DFT calculation (ωB97M-V/def2-TZVPD) of 2 unconnected molecules or ions with the total composition C5H11O4.

```
20
C5H11O4 | the Open Molecules 2025 dataset | ωB97M-V/def2-TZVPD
C -1.664 -1.208 -0.515
C -0.344 -0.512 -0.515
C 0.637 -1.099 -1.587
O 0.241 -2.480 -1.678
C 0.382 0.236 0.524
C 0.087 0.051 1.966
O 0.162 1.346 2.518
O -0.892 0.754 0.189
O 0.656 3.310 -2.563
H -2.332 -0.565 0.079
H -2.045 -1.194 -1.540
H -1.659 -2.223 -0.143
H 0.543 -0.545 -2.538
H 1.677 -1.039 -1.248
H 0.992 -3.055 -1.879
H 1.450 0.639 0.294
H -0.932 -0.317 2.051
H 0.853 -0.658 2.233
H 0.313 1.184 3.459
H -0.127 2.849 -1.874
```

## Properties
net charge: 0
frontier orbital gap (spin up / spin down): 9.83 / 7.64 eV
spin multiplicity: 2
LUMO level (spin up / spin down): 0.563 / -1.630 eV

Results of the Mulliken charge analysis, in e, for atoms 1 through 2:
1. C -1.40
2. C 0.69


(2)
The following is a DFT calculation (ωB97M-V/def2-TZVPD) of 2 unconnected molecules or ions with the total composition C5H11O4.

```
20
C5H11O4 | the Open Molecules 2025 dataset | ωB97M-V/def2-TZVPD
H -1.829 2.422 4.268
O -1.755 3.373 4.109
H -0.905 3.585 3.667
C 0.111 4.936 2.669
C -0.358 4.658 1.260
O 0.251 3.482 0.733
C -0.347 6.186 3.376
C 0.727 7.093 3.989
O 0.129 7.393 2.718
C -1.727 6.263 3.985
O 1.376 4.566 2.834
H -1.449 4.541 1.268
H -0.099 5.519 0.608
H -0.204 3.248 -0.105
H 0.437 7.787 4.763
H 1.750 6.708 3.972
H -1.900 5.344 4.564
H -1.844 7.157 4.618
H -2.498 6.278 3.208
H 1.565 3.753 2.318
```

## Properties
net charge: 0
frontier orbital gap (spin up / spin down): 8.06 / 10.35 eV
spin multiplicity: 2
LUMO level (spin up / spin down): 0.540 / 0.261 eV

Results of the Mulliken charge analysis, in e, for atoms 1 through 2:
1. H 0.28
2. O -0.65


The structure with the greatest stability is (2).